No. 1
Formula: C5H25MgN8O8
Source: the Open Molecules 2025 dataset
Level of theory: ωB97M-V/def2-TZVPD

Last column: Mulliken charge in e.
Element x y z (Å)
Mg 32.210 -3.285 15.440  1.002
C 33.045 -0.875 13.699  -0.380
O 33.350 -2.227 14.068  -0.294
H 33.350 -0.510 12.718  0.358
H 31.966 -0.722 13.666  -0.122
H 33.416 -0.077 14.342  0.307
C 35.805 -0.416 10.481  0.603
O 34.987 -1.004 9.797  -0.676
N 35.663 0.684 11.208  -0.570
N 37.047 -0.819 10.520  -0.342
H 35.930 0.483 12.161  0.226
H 34.828 1.224 11.033  0.514
H 37.472 -1.668 10.176  0.206
H 37.596 -0.168 11.063  0.204
C 32.214 2.443 10.785  0.590
O 33.236 1.908 11.112  -0.690
N 31.759 3.640 11.126  -0.451
N 31.316 1.942 10.111  -0.353
H 30.862 4.022 10.863  0.159
H 32.429 4.070 11.748  0.239
H 30.415 2.387 10.005  0.147
H 31.468 1.053 9.658  0.244
C 27.993 -0.440 13.612  0.614
O 27.456 -0.517 14.724  -0.665
N 27.373 -0.455 12.479  -0.410
N 29.256 -0.093 13.468  -0.309
H 27.921 -0.718 11.672  0.215
H 26.396 -0.670 12.618  0.252
H 29.769 -0.126 14.337  0.155
H 29.559 -0.180 12.509  0.131
C 37.003 -2.461 14.523  0.567
O 38.166 -2.759 14.741  -0.685
N 36.362 -1.432 14.950  -0.314
N 36.254 -3.169 13.669  -0.272
H 36.837 -0.897 15.663  0.183
H 35.430 -1.404 14.563  0.155
H 36.567 -4.090 13.399  0.192
H 35.326 -2.823 13.470  0.083
O 33.214 2.691 14.315  -0.589
H 33.621 2.732 15.181  0.301
H 33.509 1.857 13.950  0.339
O 30.683 -3.653 14.038  -0.430
H 30.284 -4.514 13.913  0.326
H 30.323 -3.116 13.332  0.280
O 32.999 -3.760 11.582  -0.676
H 33.121 -3.221 12.363  0.307
H 33.851 -3.746 11.145  0.328

Results
Charge: +1
Orbital gap, eV: 3.930
LUMO energy, Eh: -0.264
Calculated total energy, hartree: -1445.3560

***

No. 2
Formula: C5H25NO7
Source: the Open Molecules 2025 dataset
Level of theory: ωB97M-V/def2-TZVPD

Last column: Mulliken charge in e.
Element x y z (Å)
C 0.151 -0.463 -3.133  -1.442
C -0.018 -0.167 -1.644  0.524
C -0.676 -1.329 -0.925  -0.505
C -0.527 -1.610 0.395  0.752
C -1.262 -2.795 0.985  -1.465
N 0.202 -0.924 1.294  -0.335
H 1.184 -0.273 -3.362  0.385
H -0.610 0.024 -3.760  0.345
H -0.016 -1.494 -3.476  0.292
H 0.929 0.052 -1.148  -0.420
H -0.581 0.746 -1.438  0.498
H -1.617 -1.722 -1.326  0.195
H -2.279 -2.592 1.325  0.251
H -0.698 -3.174 1.861  0.431
H -1.249 -3.678 0.348  0.363
H 0.443 -1.212 2.239  0.218
H 0.818 -0.121 1.084  0.076
O 1.649 1.150 1.952  -0.759
H 2.252 1.715 1.471  0.343
H 0.953 1.766 2.268  0.404
O -4.464 0.455 0.816  -0.666
H -3.557 0.254 0.542  0.332
H -4.950 1.037 0.181  0.324
O 2.467 2.596 -0.179  -0.694
H 3.122 2.105 -0.676  0.378
H 1.591 2.437 -0.512  0.318
O 2.287 -2.756 -2.675  -0.656
H 1.606 -3.141 -3.220  0.316
H 1.907 -2.214 -2.006  0.326
O -0.019 3.053 2.851  -0.726
H -0.890 2.777 2.531  0.411
H 0.076 2.844 3.765  0.310
O -2.616 2.266 2.686  -0.673
H -3.039 1.447 2.365  0.332
H -3.328 2.878 2.612  0.293
O 3.448 0.381 -1.429  -0.698
H 3.851 -0.236 -2.067  0.305
H 3.460 -0.083 -0.596  0.316

Results
Charge: 0
Orbital gap, eV: 7.635
SMILES: CC/C=C(/C)N.O.O.O.O.O.O.O
LUMO energy, Eh: 0.009
Relative energy (zero: lowest compared OMol25 entry of this formula, charge and spin), kcal/mol: 19.51
Calculated total energy, hartree: -786.9021

***

No. 3
Formula: C5H25NO9
Source: the Open Molecules 2025 dataset
Level of theory: ωB97M-V/def2-TZVPD

Last column: Mulliken charge in e.
Element x y z (Å)
C -0.198 2.823 0.973  -1.405
C -0.720 1.698 1.509  1.034
C -1.691 1.717 2.641  -0.545
C -2.483 0.346 2.525  -0.593
C -1.470 -0.511 1.627  -0.248
O -2.214 -1.115 0.566  -0.641
N -0.548 0.410 1.087  0.404
H 0.650 2.954 0.417  0.107
H -0.598 3.891 1.220  0.184
H -2.433 2.495 2.336  0.282
H -1.155 1.961 3.579  0.312
H -3.575 0.453 2.118  0.245
H -2.531 -0.202 3.476  0.256
H -0.842 -1.285 2.090  0.381
H -2.768 -0.473 0.113  0.291
H 0.071 0.206 0.357  -0.145
O -1.242 -3.259 -0.718  -0.672
H -0.760 -3.897 -0.181  0.290
H -1.595 -2.520 -0.279  0.485
O 3.074 -1.040 1.395  -0.664
H 2.187 -0.787 0.898  0.286
H 3.460 -0.266 1.161  0.311
O 1.969 0.922 -3.020  -0.693
H 1.070 1.265 -3.235  0.333
H 2.661 1.414 -2.544  0.286
O 3.033 1.460 0.040  -0.623
H 2.327 2.138 -0.011  0.305
H 3.898 1.961 0.278  0.282
O -0.586 1.633 -2.333  -0.571
H -0.912 1.288 -1.417  0.255
H -1.399 2.082 -2.674  0.272
O 0.788 -0.455 -1.183  -0.212
H 0.167 -0.921 -1.707  0.307
H 1.474 -0.241 -1.751  0.210
O 1.202 -3.355 -0.171  -0.588
H 1.646 -3.167 0.626  0.285
H 1.370 -2.600 -0.675  0.269
O -0.187 -2.134 -3.096  -0.659
H -1.012 -2.128 -3.629  0.292
H -0.128 -2.763 -2.406  0.294

Results
Charge: 0
Orbital gap, eV: 8.246
SMILES: C=C1CC[C@@H](O)N1.O.O.O.O.O.O.O.O
LUMO energy, Eh: 0.005
Relative energy (zero: lowest compared OMol25 entry of this formula, charge and spin), kcal/mol: 80.31
Calculated total energy, hartree: -937.3361

***

No. 4
Formula: C5H26NO7S
Source: the Open Molecules 2025 dataset
Level of theory: ωB97M-V/def2-TZVPD

Last column: Mulliken charge in e.
Element x y z (Å)
C -2.660 -1.464 0.215  -0.121
N -1.413 -0.544 0.212  0.113
C -0.967 -0.130 -1.064  0.212
C -0.241 -1.379 -1.877  -0.247
S -0.117 -0.780 -3.648  -0.541
C 0.089 0.988 -0.976  -1.492
C -2.694 -2.059 1.561  -1.107
H -3.497 -0.895 -0.302  0.327
H -2.334 -2.193 -0.654  0.081
H -1.202 0.170 0.798  0.149
H -1.846 0.333 -1.632  -0.177
H 0.746 -1.570 -1.286  0.047
H -1.129 -2.175 -1.772  0.162
H 1.085 0.664 -0.558  0.069
H -0.269 1.857 -0.376  0.427
H 0.066 1.349 -2.060  0.464
H -1.786 -2.463 2.106  0.220
H -3.226 -1.510 2.362  0.257
H -3.001 -3.162 1.643  0.359
H 3.865 -0.133 0.208  0.302
H 3.619 1.276 0.474  0.350
O 4.327 0.645 0.712  -0.666
H 1.828 -0.019 -2.370  0.181
H 3.006 -1.001 -2.494  0.320
O 2.730 -0.300 -1.950  -0.653
H -0.695 2.277 2.244  0.342
H -2.280 2.280 2.609  0.267
O -1.571 2.556 2.008  -0.563
H -2.802 2.724 -0.269  0.314
H -2.892 2.162 -1.788  0.348
O -2.961 2.980 -1.216  -0.667
H 1.502 2.222 3.302  0.305
H 0.458 1.059 3.355  0.298
O 0.570 1.933 3.193  -0.651
H 0.616 -2.087 0.924  0.334
H 1.910 -1.425 0.058  0.350
O 1.602 -2.085 0.847  -0.709
H 1.690 -0.328 4.434  0.291
H 1.716 -1.127 3.132  0.337
O 2.234 -0.444 3.611  -0.634

Results
Charge: -1
Orbital gap, eV: 5.372
LUMO energy, Eh: 0.080
Relative energy (zero: lowest compared OMol25 entry of this formula, charge and spin), kcal/mol: 95.28
Calculated total energy, hartree: -1185.6403

***

No. 5
Formula: C5H27N2O9
Source: the Open Molecules 2025 dataset
Level of theory: ωB97M-V/def2-TZVPD

Last column: Mulliken charge in e.
Element x y z (Å)
C 0.754 -0.515 1.310  -0.646
O 1.187 -0.539 -0.016  -0.593
C 0.769 0.860 1.958  0.617
C -0.230 1.940 1.421  -1.000
C -1.343 1.333 0.629  0.882
C -2.519 0.960 1.174  -1.185
N -1.143 1.169 -0.736  -0.316
N 2.106 1.436 1.846  -0.701
H 1.593 -1.033 1.871  0.339
H -0.192 -1.089 1.393  0.025
H 0.533 0.772 3.016  0.419
H -0.517 2.464 2.360  0.286
H 0.293 2.722 0.887  0.026
H -3.304 0.632 0.551  0.210
H -2.697 0.946 2.232  0.307
H -0.231 1.347 -1.126  0.131
H -1.626 0.360 -1.087  0.299
H 2.862 0.871 2.206  0.279
H 2.270 1.919 0.983  0.159
H 1.030 4.366 -1.905  0.303
H 1.370 4.796 -0.409  0.285
O 1.695 4.725 -1.308  -0.617
H -0.658 -3.123 1.951  0.320
H -0.343 -3.889 0.652  0.336
O -0.985 -3.813 1.371  -0.625
H -2.704 -2.701 0.022  0.364
H -1.813 -2.309 -1.093  0.303
O -2.767 -2.360 -0.882  -0.676
H -1.577 -4.574 -1.394  0.341
H -0.162 -3.976 -1.237  0.357
O -0.657 -4.854 -1.319  -0.689
H -3.340 1.759 -1.596  0.348
H -3.009 3.072 -2.350  0.306
O -3.719 2.479 -2.107  -0.694
H 3.786 -1.900 -0.909  0.303
H 3.241 -0.702 -0.137  0.316
O 4.062 -1.089 -0.478  -0.725
H 0.674 -1.475 -0.536  0.355
H 0.507 -2.281 -2.133  0.121
O 0.070 -2.284 -1.277  -0.809
H 1.696 0.660 -1.076  0.308
H 2.994 1.398 -1.294  0.299
O 2.047 1.524 -1.427  -0.666

Results
Charge: -1
Orbital gap, eV: 8.156
LUMO energy, Eh: 0.104
Relative energy (zero: lowest compared OMol25 entry of this formula, charge and spin), kcal/mol: 0.00
Calculated total energy, hartree: -993.4352

***

No. 6
Formula: C5H27N3O6P
Source: the Open Molecules 2025 dataset
Level of theory: ωB97M-V/def2-TZVPD

Last column: Mulliken charge in e.
Element x y z (Å)
N 2.701 -1.047 0.624  -0.599
N 1.515 -0.293 0.965  -0.045
P -0.025 -1.126 0.454  0.509
N -1.218 -0.357 1.476  -0.549
O 0.014 -2.729 0.869  -0.486
H 2.918 -1.665 1.393  0.272
H 3.461 -0.383 0.564  0.304
H 1.535 0.599 0.441  0.270
H 1.519 -0.016 1.961  0.449
H -1.696 0.313 0.890  0.279
H -1.846 -1.042 1.877  0.290
H -0.078 -3.241 0.074  0.358
C -0.415 1.906 -2.232  -0.677
O 0.688 1.875 -1.315  -0.447
H -1.338 2.018 -1.672  0.217
H -0.304 2.755 -2.908  0.398
H -0.458 0.979 -2.805  0.263
H 1.489 1.786 -1.842  0.264
C 1.184 3.031 2.741  -0.413
O -0.155 2.712 3.089  -0.486
H 1.389 4.054 3.039  0.292
H 1.873 2.357 3.266  0.236
H 1.317 2.940 1.655  0.098
H -0.309 1.807 2.805  0.267
C 2.519 0.086 -4.255  -0.436
O 2.987 1.432 -4.228  -0.518
H 2.468 -0.270 -3.226  0.082
H 1.522 0.042 -4.700  0.263
H 3.203 -0.552 -4.818  0.318
H 3.032 1.745 -5.133  0.304
C -4.221 0.456 -2.224  -0.611
O -2.945 -0.190 -2.154  -0.425
H -4.356 0.824 -3.237  0.237
H -5.021 -0.249 -1.993  0.297
H -4.264 1.300 -1.530  0.286
H -2.837 -0.514 -1.261  0.201
C -1.073 -3.878 4.050  -0.544
O -0.605 -2.527 3.992  -0.483
H -1.087 -4.182 5.092  0.243
H -2.085 -3.953 3.645  0.239
H -0.404 -4.540 3.495  0.252
H -0.594 -2.264 3.076  0.231

Results
Charge: +1
Orbital gap, eV: 9.713
LUMO energy, Eh: -0.124
Calculated total energy, hartree: -1163.4016